Entry from the Open Molecules 2025 dataset: a molecular structure, C9H14BrN2O8PReSe4Te at a distorted geometry (the ωB97M-V functional and the def2-TZVPD basis).

Values from the calculation:
- E_HOMO (spin up / spin down) (eV) = -7.63 / -7.39
- lowest unoccupied orbital energy (spin up / spin down) (eV) = -1.78 / -1.83
- expectation value of S² = 0.79
- orbital gap (spin up / spin down) (Ha) = 0.215 / 0.204

```
! RIJCOSX wB97M-V def2-TZVPD def2/J DEFGRID3
* xyz 0 2
H -0.2397 3.2651 -2.3659
C 1.1408 1.3287 -1.3890
N -1.4239 -1.1982 3.3520
Se 2.8493 -2.7421 -0.2481
N 2.6574 1.6046 1.3616
O 0.7727 -1.0197 1.5337
O -2.1427 -3.2436 -0.4658
C 1.8552 1.2735 2.5702
C -1.6085 1.2403 -4.7031
Se -2.5784 -1.5733 -0.3243
H -2.0114 -0.9534 2.5100
Se -0.5248 -4.1749 2.2979
H 1.5399 2.2021 3.0442
H 2.4874 0.6977 3.2466
C -0.4516 2.3739 -2.9392
O 1.5402 0.2737 -0.7754
H 0.3769 -0.7185 4.3150
H -1.1640 -0.8517 -4.9022
Br 0.7221 -1.6730 -2.9819
Se -0.4143 -3.7805 0.0767
C -1.3536 2.3978 -3.9888
C -0.3687 -0.2117 3.7024
H -1.8617 3.3185 -4.2411
O -2.9920 -1.2859 1.2096
H -0.9948 -2.1247 3.0638
H -0.8029 0.6231 4.2491
P 0.3395 0.3425 2.1043
C 0.2118 1.2074 -2.5673
C -0.9593 0.0628 -4.3635
H 3.0843 0.7253 1.0044
C -0.0669 0.0599 -3.3095
Te 4.3320 -1.5748 1.3133
Re 0.7657 -1.5939 -0.4322
H -2.3204 1.2390 -5.5174
O -0.5814 1.2437 1.3941
H -2.0543 -1.3838 4.1280
H 3.4223 2.2328 1.5988
H 2.1140 2.0275 0.5565
O -3.6754 -1.2729 -1.4326
O 1.5152 2.4434 -1.0166
O -1.1359 -0.8068 -0.6684
*
```

=====

Entry from the Open Molecules 2025 dataset: a molecular structure, C43H36F3NOP2PdS2 at a distorted geometry (the ωB97M-V functional and the def2-TZVPD basis).

Values from the calculation:
- E_HOMO (eV) = -7.34
- lowest unoccupied orbital energy (eV) = -0.98
- orbital gap (Ha) = 0.234

```
! RIJCOSX wB97M-V def2-TZVPD def2/J DEFGRID3
* xyz 0 1
H -2.4339 3.5284 -5.8199
H -3.3047 2.0879 0.6864
H 2.1234 0.5280 -4.2508
C -2.2455 3.4834 4.1243
H 2.0380 -4.0836 -2.4545
H -1.9483 3.8742 5.0888
H -4.2364 4.2702 4.2499
C 0.4853 0.4740 2.2794
H 5.7673 4.0427 -1.1393
H 2.3825 1.2895 1.6633
C 0.3126 -4.7037 2.8139
C -1.3442 2.7482 3.3726
C -3.7711 -0.9332 -1.8214
C -6.1056 -0.5766 -2.1259
C 3.2044 5.8860 0.0422
C -0.9225 -2.2049 0.6079
H -0.3513 2.5465 3.7561
H 0.0609 -1.7387 4.8114
C -0.7421 -3.3110 1.0897
C 2.9034 -1.4646 -4.4237
C -0.4405 1.4798 -3.2226
H -1.2247 -0.5635 3.0552
C -0.1581 -0.4026 3.1547
S -3.8206 -0.1887 -0.3164
H -0.3013 3.5426 0.3202
F -0.0814 -9.4534 2.6726
C -0.8625 0.8851 -4.4118
C -0.7518 2.8162 -2.9724
C -3.5305 3.7114 3.6489
C 0.3994 -8.4135 3.3797
C 0.5925 -5.9426 3.3558
C 2.5889 -0.0560 3.3165
H 2.2845 1.7348 -2.1195
H -0.4258 3.2792 -2.0485
H 0.9591 3.1095 1.4708
C 1.9407 -0.8908 4.2117
H 0.7073 -3.8042 3.2660
C -0.4774 -4.5919 1.6618
N 1.4256 2.6900 -0.5281
F -0.1158 -8.5173 4.6290
C 0.4565 2.7844 0.5532
C -1.8729 2.9558 -5.0925
P 0.3034 0.4614 -1.9175
H -6.8202 -0.8221 -2.9058
H -1.0829 -7.8986 1.1541
H -1.5924 -5.6784 0.1867
C 1.2695 -2.0918 -2.2609
H 2.9707 6.8792 0.4047
H 5.2711 6.3382 -0.3460
H -0.6422 -0.1588 -4.5907
H -6.3934 -1.0463 -1.1856
H 3.6632 0.0653 3.3729
S -2.3564 -1.6139 -2.4352
C 4.4929 5.5876 -0.3751
C 1.8633 0.6315 2.3524
C 3.7718 3.3400 -0.8713
H 1.2076 5.2076 0.3150
C -1.4646 3.5497 -3.9066
C -3.9153 3.2152 2.4126
C 0.0865 -7.0915 2.7572
O -4.8500 -1.0774 -2.5849
H -4.9191 3.3867 2.0465
H 1.2106 -6.0287 4.2410
C 1.7007 1.4659 -1.2391
H -1.8918 1.1605 -6.2677
H 0.6198 -2.3204 -1.4205
H 4.0398 2.3474 -1.2048
C 4.7649 4.3071 -0.8272
Pd -1.2786 -0.4048 -0.4138
C -0.9797 -5.7578 1.0743
C 2.8750 -2.7593 -3.9188
P -0.5690 1.3298 1.0694
C -1.7269 2.2516 2.1293
C -3.0136 2.4872 1.6506
H 2.5075 -1.4062 4.9766
C 2.1193 -0.4792 -3.8489
C 2.4646 3.6370 -0.4716
H 2.2816 0.7305 -0.6579
C 1.3037 -0.7919 -2.7626
C 2.0605 -3.0731 -2.8412
F 1.7333 -8.6095 3.5094
C -1.5690 1.6259 -5.3454
H 3.5343 -1.2259 -5.2703
C 2.2038 4.9310 -0.0023
H 3.4917 -3.5250 -4.3719
H -1.7145 4.5837 -3.7057
H -6.0615 0.5030 -1.9813
C 0.5646 -1.0693 4.1258
C -0.6982 -7.0000 1.6171
*
```

=====

Entry from the Open Molecules 2025 dataset: a molecular structure, C18H30BCrF4N5OS (the ωB97M-V functional and the def2-TZVPD basis).

Values from the calculation:
- E_HOMO (spin up / spin down) (eV) = -7.38 / -8.52
- lowest unoccupied orbital energy (spin up / spin down) (eV) = 0.34 / 0.33
- expectation value of S² = 6.01
- orbital gap (spin up / spin down) (Ha) = 0.284 / 0.325

```
! RIJCOSX wB97M-V def2-TZVPD def2/J DEFGRID3
* xyz 0 5
Cr 0.6772 1.2463 -0.1915
H 5.2675 -2.6411 0.6618
C 1.7474 -4.0227 -0.1068
H 0.0249 0.4614 2.6477
H 2.6713 -5.9540 -0.1268
H -3.6539 -2.9374 1.1179
H -1.7194 -3.8884 -1.0639
H -4.7995 -1.0659 -3.4794
C 1.9332 -2.6562 0.0796
N -0.2598 -2.1098 -0.6963
S -1.1292 0.2737 -1.7054
O 0.9391 -0.5706 0.5293
H -2.1125 1.6327 0.4997
C -3.8703 -1.5293 -3.1462
C -2.7783 -3.4895 0.7713
B 3.3984 1.6139 -1.3651
N -1.4936 2.2979 0.9364
C 3.2026 -2.1621 0.3652
C 1.2629 3.4882 1.8019
H 0.2727 1.7976 3.7827
H 3.3414 -1.0957 0.4841
H -1.8976 -3.1083 1.2881
C 4.2784 -3.0310 0.4612
C 4.0875 -4.3949 0.2900
F 4.5082 0.9487 -1.8007
C 0.8022 -1.6965 -0.0512
H 0.7570 -4.3912 -0.3379
H -2.1046 1.4754 2.7833
H 1.2162 5.1154 0.3827
C -3.6797 -1.3113 -1.6519
H 2.1331 3.7782 2.3953
H -2.6450 3.8904 0.1078
H 2.4817 3.9226 0.0841
F 2.1944 1.0004 -1.8656
F 3.3755 2.9621 -1.7533
C -0.7282 3.8454 -0.8425
C -2.6032 -3.3471 -0.7336
H 4.9274 -5.0733 0.3695
C 2.8205 -4.8905 0.0083
H -4.5206 -1.7301 -1.0943
H 1.9637 1.5664 2.0262
N 1.0826 2.0233 1.8158
N 0.6384 3.3361 -0.6382
H -1.4731 3.0977 2.8645
C -1.6162 3.6388 0.3868
H -0.7169 4.9108 -1.1000
F 3.2768 1.5512 0.0615
C -1.2752 -1.3386 -1.1055
H -1.1467 3.2983 -1.6893
H -3.9162 -2.5934 -3.3836
C 1.4443 4.0433 0.3838
N -2.4714 -1.9509 -1.1481
H -1.3291 4.3550 1.1580
H 0.4017 3.9437 2.2835
C -1.3359 2.1321 2.3709
H -3.6268 -0.2479 -1.4311
C 0.0428 1.5473 2.7401
H -3.0421 -1.0857 -3.6978
H -3.4688 -3.7552 -1.2576
H 1.1509 3.4129 -1.5150
H -2.9079 -4.5387 1.0398
*
```

=====

Entry from the Open Molecules 2025 dataset: a molecular structure, C2H2NO3 at a distorted geometry (the ωB97M-V functional and the def2-TZVPD basis).

Values from the calculation:
- E_HOMO (eV) = -4.34
- lowest unoccupied orbital energy (eV) = 4.18
- orbital gap (Ha) = 0.313

```
! RIJCOSX wB97M-V def2-TZVPD def2/J DEFGRID3
* xyz -1 1
H 1.7188 -0.0631 0.0922
O -1.5604 1.1537 2.6473
O 0.0008 -0.8199 1.1679
N 1.2347 -0.0593 1.1017
H -0.3184 0.9028 -0.4798
O -0.4992 2.7354 1.4473
C -0.7636 1.5811 1.7971
C -0.0779 0.5214 0.8428
*
```

=====

Relative energy (zero: lowest compared OMol25 entry of this formula, charge and spin), respectively: 158.6, 135.6, 0.0, 466.7 kJ/mol.
M, respectively: 1018.7, 872.3, 503.3, 88.0 g mol⁻¹.